No. 1
Computed, not measured: 6 unconnected molecules or ions with the total composition C35H39Br2ClN9O6PS at a distorted geometry, with ωB97M-V/def2-TZVPD.

Last column: Löwdin charge in e.
Positions of all 94 atoms, in Å:
C1 5.5942 -1.9686 4.8316  -0.1228
O1 5.9961 -2.7034 3.6482  -0.2290
C2 6.4787 -1.8168 2.6058  -0.2035
C3 5.3187 -0.8227 2.0508  -0.0765
C4 4.1883 -1.3372 1.0650  -0.0970
N1 4.4024 -2.7428 0.7298  0.0207
C5 3.0258 -0.4053 0.5263  -0.0354
C6 3.2206 1.0569 1.0454  -0.3487
C7 4.3099 1.5852 1.9961  -0.1846
C8 4.3841 3.1288 2.4797  -0.1563
C9 5.3225 4.0010 1.4916  -0.1787
O2 6.5015 3.6242 1.2509  -0.0212
C10 5.3914 0.6353 2.5524  -0.4387
Cl1 6.6953 1.2070 3.7069  0.6285
S1 2.0784 2.3795 0.4904  0.9147
C11 0.5578 1.3182 0.2036  -0.3522
C12 -0.7123 2.1253 0.4517  -0.0283
C13 -2.0886 1.4719 0.2557  -0.1592
C14 -3.4008 2.3108 0.5725  -0.6124
Br1 -4.2818 3.5721 -0.6757  0.6716
C15 -3.9545 2.1515 1.8829  -0.6500
C16 -3.3278 1.1950 3.0101  -0.1277
Br2 -5.5811 3.1755 2.3988  0.5880
C17 -2.0884 0.0166 -0.2947  -0.0474
C18 -3.5911 -0.5380 -0.4514  -0.1616
O3 -4.4041 0.1490 -1.4208  -0.1830
O4 -3.6813 0.8561 -2.3281  -0.1039
C19 -0.7677 -0.8112 -0.6083  -0.0969
P1 -1.1561 -2.4429 -1.3502  0.6673
N2 -2.2146 -2.1770 -2.5685  -0.1707
O5 -1.9293 -3.4106 -0.1374  -0.2063
O6 -0.0975 -3.4220 -2.2064  -0.2324
C20 0.6623 -0.1888 -0.2645  -0.0788
N3 1.9350 -0.8708 -0.3859  -0.0500
C21 1.9844 -2.2851 -0.5674  -0.2315
C22 1.4390 -3.3958 0.4121  0.0082
C23 1.6779 -4.8661 -0.0051  -0.1119
N4 2.3540 -5.3565 -1.1609  0.0230
C24 2.8700 -4.3440 -2.0182  -0.1196
C25 2.7665 -2.8024 -1.8396  0.0129
H1 6.4629 -1.3507 5.2470  0.0835
H2 5.3250 -2.7642 5.6256  0.1031
H3 4.6356 -1.3652 4.6581  0.0986
H4 6.7294 -2.5069 1.7106  0.1218
H5 7.4464 -1.2708 2.8590  0.1079
H6 5.2489 -2.8941 0.1474  0.1031
H7 4.4829 -3.3115 1.5856  0.0935
H8 4.8829 3.2250 3.5200  0.1049
H9 3.3370 3.5907 2.6178  0.0923
H10 4.9784 4.9936 1.0288  0.1119
H11 -0.7218 3.2202 0.8141  0.1267
H12 -2.2055 1.0134 2.8891  0.0913
H13 -3.4653 1.7200 4.0182  0.0293
H14 -3.8895 0.2001 3.0838  0.0905
H15 -3.6692 -1.6662 -0.5817  0.1012
H16 -4.0818 -0.3215 0.5792  0.1277
H17 -4.2560 1.4930 -2.8220  0.1120
H18 -2.3433 -1.1655 -2.7094  -0.0284
H19 -2.1334 -4.2445 -0.6273  0.0805
H20 0.3130 -2.8405 -2.8982  0.0833
H21 0.9032 -3.0886 1.3694  0.1139
H22 1.2774 -5.6646 0.7252  0.1110
H23 3.4140 -4.6981 -2.9718  0.1067
H24 3.2349 -2.0799 -2.5956  0.1104
C26 -2.5849 -2.9624 -6.0538  -0.1038
C27 -2.8122 -2.1404 -7.2460  -0.2827
N5 -2.9904 -1.4956 -8.1842  0.1056
H25 -2.6848 -2.3777 -5.1350  0.0484
H26 -3.2978 -3.7862 -5.9916  0.0635
H27 -1.5851 -3.3995 -6.0514  0.0612
C28 4.2546 8.2292 0.8489  -0.0757
C29 3.5837 7.5517 1.9623  -0.2847
N6 3.0558 7.0209 2.8382  0.1291
H28 4.5407 7.5250 0.0637  0.0755
H29 3.6099 8.9826 0.3902  0.0830
H30 5.1647 8.7367 1.1773  0.0840
C30 -5.6805 1.0581 6.8003  -0.0655
C31 -4.2499 1.0792 6.4840  -0.2660
N7 -3.1258 1.0958 6.2355  0.1372
H31 -6.0129 2.0103 7.2206  0.0836
H32 -6.2857 0.8667 5.9107  0.0807
H33 -5.9193 0.2802 7.5293  0.0827
C32 -1.8197 -5.7771 -8.8862  -0.0624
C33 -1.9265 -5.8413 -7.4259  -0.2669
N8 -2.0112 -5.8899 -6.2787  0.1394
H34 -2.2957 -4.8774 -9.2844  0.0805
H35 -0.7770 -5.7644 -9.2124  0.0833
H36 -2.2987 -6.6360 -9.3620  0.0822
C34 -8.2782 5.0281 -0.8287  -0.0750
C35 -7.3805 5.4203 -1.9186  -0.2936
N9 -6.6752 5.7286 -2.7754  0.1278
H37 -8.3067 5.7840 -0.0403  0.0826
H38 -9.3025 4.8886 -1.1826  0.0814
H39 -7.9628 4.0890 -0.3672  0.0693

Forces on atoms 1 to 3 (eV/Å):
-0.3749 -0.7741 1.0898
0.2107 1.6613 -0.1421
-0.9504 -0.4818 -2.0410

Its total charge is 0. The value obtained for the LUMO energy is -0.65 eV. Its SMILES is COCc1c(N)c2c(c(CC=O)c1Cl)Sc1cc(/C(Br)=C(\C)Br)c(COO)c(P(=N)(O)O)c1N2c1ccncc1.CC#N.CC#N.CC#N.CC#N.CC#N. Its HOMO energy is -7.93 eV.

***

No. 2
Computed, not measured: a molecular structure, C13H24Cl4EuNO7, with ωB97M-V/def2-TZVPD.

Last column: natural (NBO) charge in e.
Positions of all 50 atoms, in Å:
Eu1 -0.4040 -0.2065 0.7268  1.7930
C1 1.2864 2.6738 -1.2722  -0.0871
C2 2.1733 2.0032 -0.2496  -0.0883
O1 2.0370 0.5910 -0.3222  -0.5369
C3 2.5926 -0.0132 -1.4817  -0.0892
C4 1.8986 -1.3355 -1.6700  -0.0986
O2 0.4888 -1.1437 -1.6474  -0.5437
C5 -0.0931 -0.7926 -2.8889  -0.0832
C6 -1.5720 -0.6711 -2.6497  -0.0970
O3 -1.8362 0.2550 -1.5977  -0.5477
C7 -2.1256 1.5950 -1.9764  -0.0883
C8 -0.8653 2.3856 -2.2248  -0.0851
O4 0.0274 2.0454 -1.1873  -0.5419
H1 1.6773 2.5693 -2.2911  0.1658
H2 1.2162 3.7458 -1.0532  0.1910
H3 1.8687 2.2793 0.7586  0.2287
H4 3.2161 2.3055 -0.3932  0.1838
H5 3.6676 -0.1710 -1.3447  0.1903
H6 2.4547 0.6353 -2.3513  0.1656
H7 2.1224 -2.0089 -0.8454  0.2481
H8 2.2022 -1.8053 -2.6097  0.1849
H9 0.0889 -1.5868 -3.6225  0.1892
H10 0.3447 0.1357 -3.2694  0.1612
H11 -1.9884 -1.6235 -2.3234  0.2494
H12 -2.0880 -0.3589 -3.5622  0.1860
H13 -2.6767 2.0273 -1.1451  0.2204
H14 -2.7730 1.6073 -2.8575  0.1902
H15 -1.1009 3.4569 -2.2107  0.1873
H16 -0.4067 2.1547 -3.1940  0.1634
C9 0.4459 -1.0107 4.3262  -0.7342
C10 1.6107 -0.3598 3.6419  0.7171
N1 2.7215 -0.1519 4.3847  -0.8002
O5 1.5810 -0.0279 2.4640  -0.6399
H17 0.6352 -1.2080 5.3795  0.2135
H18 0.2109 -1.9361 3.7992  0.2807
H19 -0.4192 -0.3504 4.2438  0.2516
H20 2.7705 -0.4315 5.3463  0.3989
H21 3.5220 0.2723 3.9488  0.4041
Cl1 -5.2575 -1.0035 2.1263  0.0273
C11 -4.5201 -0.2743 0.6847  -0.2000
Cl2 -3.7090 1.2459 1.1538  0.0291
Cl3 -5.7754 0.0886 -0.5021  0.0305
C12 -3.4638 -1.2945 0.1196  0.7684
O6 -3.7721 -1.9684 -0.8314  -0.6181
O7 -2.3724 -1.3051 0.7988  -0.8093
Cl4 0.5161 -2.6151 1.1101  -0.6621
C13 -0.6704 1.8649 2.0779  -1.2628
H22 -1.3345 1.7182 2.9399  0.2062
H23 -1.1108 2.6857 1.4912  0.1941
H24 0.2891 2.2222 2.4715  0.1936

Forces on atoms 1 to 3 (eV/Å):
0.5589 0.1388 -0.4483
-0.1224 0.1347 -0.0359
0.1771 -0.1565 0.0273

Its total charge is 0. The spin multiplicity is 7. The value obtained for the LUMO energy (spin up / spin down) is -0.30 / 0.23 eV. Its HOMO energy (spin up / spin down) is -7.76 / -7.74 eV. As for the energy above the lowest of the compared OMol25 structures with the same formula, charge and spin: 0.064 eV.

***

No. 3
Computed, not measured: C21H19N3O7 in the gas phase at a distorted geometry, with ωB97M-V/def2-TZVPD.

Last column: natural (NBO) charge in e.
Positions of all 50 atoms, in Å:
O1 -1.0267 2.0762 -2.8755  -0.5635
O2 -2.4920 2.2336 0.1987  -0.5919
O3 3.3545 2.4410 -4.1201  -0.5744
O4 1.4923 -4.8618 1.5079  -0.3715
O5 -0.0189 -6.0298 2.6997  -0.3710
O6 1.2893 1.5035 -3.9248  -0.6876
O7 1.3771 3.3100 -1.4243  -0.5083
C1 -1.2709 1.7735 -1.7098  0.5825
C2 -2.1690 2.6609 -0.8994  0.5437
C3 2.1885 2.5177 -3.6423  0.7405
C4 3.2473 2.0342 -0.3954  -0.2579
C5 3.5885 0.7577 0.3020  -0.2485
C6 1.9157 2.2353 -0.8506  0.2960
C7 -0.3749 0.9794 -0.9151  -0.2633
C8 2.5447 -0.1115 0.6610  0.0011
C9 0.9276 1.1819 -0.6227  0.1371
C10 0.2040 -0.8717 0.1437  0.1362
C11 -0.8189 -0.3373 -0.5619  0.0206
C12 -1.1037 -2.6857 4.7670  -0.2054
C13 -1.2400 -1.4444 4.0598  -0.1647
C14 -0.4735 -3.8002 4.1323  -0.1817
C15 -0.5946 -1.3195 2.8912  -0.2275
C16 0.1570 -3.7100 2.9106  0.0817
C17 0.0980 -2.4080 2.2321  0.0534
N1 -2.8110 3.7779 -1.2855  -0.7943
N2 1.3080 0.0495 0.1188  -0.2980
N3 0.6024 -4.9532 2.4083  0.4694
C18 1.8595 3.6962 -2.7229  -0.1667
C19 0.3007 -2.2038 0.7804  -0.4851
C20 -2.8563 -0.5216 -2.1043  -0.6077
C21 -2.0915 -1.0156 -0.9041  -0.4462
H1 0.3800 1.6818 -3.5785  0.5061
H2 3.9880 2.7779 -0.7229  0.2333
H3 4.5860 0.6754 0.6681  0.2285
H4 2.8143 -0.8630 1.3985  0.2300
H5 -1.3484 -2.7469 5.8124  0.2212
H6 -1.6178 -0.5424 4.5145  0.2224
H7 -0.4530 -4.7389 4.4251  0.2256
H8 -0.5999 -0.3102 2.5897  0.2312
H9 -3.2527 4.2927 -0.5266  0.4253
H10 -2.5662 4.1418 -2.2036  0.4056
H11 1.0639 4.2824 -3.2083  0.2139
H12 2.7613 4.2466 -2.6412  0.2128
H13 -0.3993 -2.8783 0.3256  0.2480
H14 1.2700 -2.5055 0.6930  0.2451
H15 -2.2671 -0.2232 -2.8997  0.2180
H16 -3.5199 0.3109 -1.6649  0.2103
H17 -3.5645 -1.3581 -2.4957  0.2241
H18 -2.5913 -1.2399 0.0212  0.2331
H19 -1.7966 -1.9574 -1.3613  0.2185

Forces on atoms 1 to 3 (eV/Å):
-1.0929 -0.1465 0.1841
0.7229 -0.5875 0.8029
-4.0322 0.4146 1.5304

Its total charge is 0. The value obtained for the LUMO energy is -1.13 eV. Its SMILES is CCc1c(C(=O)C(N)=O)c2c(OCC(=O)O)cccn2c1Cc1ccccc1[N+](=O)[O-]. Its HOMO energy is -7.83 eV. As for the energy above the lowest of the compared OMol25 structures with the same formula, charge and spin: 7.115 eV.

***

No. 4
Computed, not measured: C4H11NOS in the gas phase at a distorted geometry, with ωB97M-V/def2-TZVPD.

Last column: natural (NBO) charge in e.
Positions of all 18 atoms, in Å:
C1 0.9356 0.3640 1.3409  -0.7304
C2 1.7393 1.5222 1.9844  -0.6468
C3 0.4448 -1.0391 -1.7256  -0.4612
C4 -1.8314 -0.0880 -1.5334  -0.4219
N1 -0.5855 -0.4522 -0.9219  -0.6201
O1 0.8359 1.7055 -1.0451  -0.9384
S1 0.1008 0.9091 -0.0601  1.7304
H1 0.2106 -0.1313 1.8949  0.2071
H2 2.3228 1.9763 1.2192  0.2252
H3 2.5312 1.1616 2.7850  0.2248
H4 1.1651 2.3906 2.4691  0.1900
H5 1.0336 -1.7561 -1.2158  0.2315
H6 0.0427 -1.6548 -2.5554  0.2124
H7 0.8205 -0.1152 -2.2763  0.2230
H8 -2.2867 0.6796 -0.9301  0.2002
H9 -1.6694 0.4399 -2.4891  0.1832
H10 -2.5503 -0.9950 -1.7058  0.2182
H11 -1.1909 1.5662 0.0670  -0.0274

Forces on atoms 1 to 3 (eV/Å):
0.2671 2.5870 -2.4650
0.4289 -0.2317 1.9674
-0.9266 1.2307 -3.0429

Its total charge is 0. The value obtained for the LUMO energy is 0.55 eV. Its SMILES is CC=[S@@H](=O)N(C)C. Its HOMO energy is -8.13 eV. As for the energy above the lowest of the compared OMol25 structures with the same formula, charge and spin: 5.584 eV.

***

Number 1: energy -235335.444 eV, M 940.1 g/mol. Number 2: energy -99113.098 eV, M 600.1 g/mol. Number 3: energy -40881.443 eV, M 425.4 g/mol. Number 4: energy -18694.335 eV, M 121.2 g/mol.